# 1
Entry from the OMol25 dataset: an isolated molecule of C4H5IN2 at a distorted geometry (ωB97M-V with the def2-TZVPD basis set).

```
12
Properties=species:S:1:pos:R:3:forces:R:3
I 4.399 0.100 0.045 -0.7 0.1 -0.1
C 2.321 -0.209 -0.190 0.4 0.5 0.2
C 1.369 0.712 -0.331 2.9 1.3 0.8
C 0.040 0.225 -0.324 -3.9 -1.9 2.6
C -0.081 -1.112 0.477 -0.7 -0.1 1.2
N 0.878 -2.026 -0.114 1.4 -0.2 0.0
N 2.009 -1.562 -0.384 -0.4 -1.4 -0.3
H 1.595 1.788 -0.271 -0.1 -0.6 -0.4
H -0.665 0.870 0.234 0.3 0.2 -0.9
H -0.358 -0.129 -1.236 -0.5 0.6 -1.8
H 0.188 -0.948 1.591 -0.4 -0.3 -1.6
H -1.092 -1.705 0.401 1.7 1.7 0.2
```
Forces are in eV/Å.

Calculated values
Highest occupied orbital energy, eV: -9.00
LUMO level, eV: -0.22
E, Eh: -562.5229

---

# 2
Entry from the OMol25 dataset: a structure of composition CH2N2O2 at a distorted geometry (ωB97M-V with the def2-TZVPD basis set).

```
7
Properties=species:S:1:pos:R:3:forces:R:3
C -1.715 0.777 -0.113 -1.9 2.3 -3.6
N 0.565 -0.145 0.104 -0.6 0.3 -0.4
N 1.049 -0.863 0.970 2.1 -0.8 -1.5
O -1.122 0.259 0.718 0.3 -0.8 2.2
O 0.574 0.222 -1.055 1.3 -0.8 0.7
H -1.264 1.119 -1.192 -0.1 -0.9 2.0
H 1.912 -1.369 0.568 -1.0 0.7 0.5
```
Forces are in eV/Å.

Calculated values
Highest occupied orbital energy (alpha / beta), eV: -8.45 / -8.47
LUMO level (alpha / beta), eV: -0.07 / -0.16
E, Eh: -299.0634

---

# 3
Entry from the OMol25 dataset: an isolated molecule of C7H14N2O2S2 at a distorted geometry (ωB97M-V with the def2-TZVPD basis set).

```
27
Properties=species:S:1:pos:R:3:forces:R:3
C 0.490 -0.134 -0.989 -0.8 1.7 1.1
C 2.620 -3.400 0.169 1.2 1.7 -2.9
C -0.781 1.003 0.752 -0.8 0.6 -1.2
C -1.052 1.837 -0.532 -0.1 1.3 -1.4
C 1.391 -3.805 0.802 -3.4 4.1 0.6
C -2.786 3.272 0.455 2.4 -1.3 1.1
C -2.476 2.306 -0.652 -1.2 -1.5 1.3
N 0.252 0.100 0.309 1.6 -0.8 1.2
N 1.565 -0.737 -1.359 0.0 -0.5 -1.3
O 2.419 -1.109 1.069 0.8 0.4 -1.4
O 4.099 -1.484 -0.860 -1.2 0.2 0.3
S -0.687 0.737 -2.008 0.4 -0.2 1.0
S 2.866 -1.807 -0.166 0.9 -1.0 2.2
H 3.005 -4.066 -0.617 0.0 0.3 0.3
H -0.510 1.737 1.524 0.5 -0.7 0.0
H -1.733 0.481 1.131 1.3 0.6 -0.8
H -0.444 2.838 -0.762 -0.6 -2.4 1.2
H 1.603 -4.773 0.923 -0.5 -4.1 0.9
H 0.380 -3.571 0.258 1.8 -0.9 0.4
H 1.194 -3.288 1.770 0.6 -0.6 -0.4
H -2.790 2.794 1.441 -0.1 -0.4 -0.2
H -3.670 3.757 0.396 -2.9 1.6 -0.6
H -1.997 3.971 0.556 0.8 1.2 -0.1
H -2.590 2.703 -1.634 -0.6 0.5 -0.7
H -3.203 1.467 -0.453 0.8 0.4 -0.9
H 1.141 -0.174 0.843 -1.3 0.2 0.0
H 1.694 -0.655 -2.367 0.4 -0.5 0.3
```
Forces are in eV/Å.

Calculated values
Highest occupied orbital energy, eV: -7.98
LUMO level, eV: 0.49
E, Eh: -1331.3716

---

# 4
Entry from the OMol25 dataset: a structure of composition C4H5NO (ωB97M-V with the def2-TZVPD basis set).

```
11
Properties=species:S:1:pos:R:3:forces:R:3
O -1.554 -0.018 -1.319 0.1 0.0 -0.1
C -0.536 0.073 -0.422 0.3 0.0 0.2
C 0.669 0.908 -0.362 0.1 0.1 -0.3
C 1.570 0.459 0.655 -0.4 -0.2 0.0
C 0.877 -0.636 1.148 0.1 -0.1 0.2
N -0.341 -0.881 0.526 0.0 0.1 -0.1
H -1.182 0.042 -2.208 -0.1 0.0 0.1
H 0.783 1.750 -1.045 0.0 -0.2 0.1
H -0.525 1.186 0.206 -0.1 0.1 0.2
H 1.139 -1.294 1.973 0.0 0.1 -0.2
H -1.039 -1.569 0.768 0.1 0.1 0.0
```
Forces are in eV/Å.

Calculated values
Highest occupied orbital energy, eV: -7.44
LUMO level, eV: 0.17
E, Eh: -285.2481

---

# 5
Entry from the OMol25 dataset: a structure of composition C18H22Br30INO3 at a distorted geometry (ωB97M-V with the def2-TZVPD basis set).

```
75
Properties=species:S:1:pos:R:3:forces:R:3
N -0.443 0.628 0.487 -0.3 -1.8 -0.1
C -0.569 -0.506 -0.461 0.3 0.4 0.4
C -1.059 -1.751 0.244 0.5 0.1 -0.2
C -0.070 -2.319 1.296 -1.2 0.1 -0.6
C -0.507 -1.956 2.688 0.2 0.4 0.0
O -1.586 -2.079 3.174 -0.5 0.1 0.1
O 0.547 -1.421 3.345 0.5 -0.2 0.5
C 1.738 -1.945 2.711 -0.5 0.6 -0.1
C 1.391 -1.919 1.225 0.4 -1.0 0.3
C 2.232 -2.929 0.418 0.0 0.2 0.6
C 2.884 -2.337 -0.781 -0.2 -0.4 -1.1
O 2.676 -2.694 -1.898 0.1 0.2 0.3
I 4.284 -0.761 -0.457 0.2 0.3 0.2
H 0.388 1.158 0.337 0.8 -0.1 -0.2
H -0.374 0.302 1.446 -0.2 0.1 0.0
H 0.386 -0.698 -0.958 0.0 0.0 -0.2
H -1.301 -0.229 -1.217 0.1 0.0 -0.1
H -1.233 -2.524 -0.502 -0.3 0.0 -0.1
H -1.990 -1.485 0.737 -0.3 -0.3 0.1
H -0.216 -3.401 1.260 0.4 -0.1 0.0
H 1.860 -2.968 3.070 0.4 0.0 0.1
H 2.565 -1.286 2.957 0.1 -0.2 0.2
H 1.561 -0.900 0.889 -0.2 0.0 -0.2
H 3.003 -3.346 1.070 0.2 0.0 -0.1
H 1.620 -3.752 0.060 -0.1 -0.1 -0.1
C -4.547 -0.395 -2.774 -0.1 -0.2 0.1
Br -5.709 0.570 -3.956 0.0 0.1 -0.1
Br -2.820 -0.695 -3.553 0.0 0.0 -0.1
Br -4.427 0.464 -1.062 0.2 0.2 0.1
H -4.988 -1.369 -2.613 0.0 0.0 0.0
C 4.146 3.664 -1.280 0.1 -0.2 -0.1
Br 4.105 5.529 -1.724 0.0 0.1 0.0
Br 5.681 3.233 -0.201 0.0 -0.1 0.1
Br 2.502 3.110 -0.461 0.2 0.1 0.0
H 4.246 3.115 -2.205 0.0 0.0 0.0
C -5.722 -0.806 2.486 0.1 0.0 -0.1
Br -6.621 0.885 2.612 0.0 0.1 0.0
Br -5.781 -1.769 4.142 0.0 0.0 0.1
Br -6.441 -1.839 1.034 -0.1 -0.2 0.0
H -4.681 -0.612 2.267 0.0 0.0 0.0
C -10.124 2.553 4.388 0.0 0.0 0.0
Br -9.120 1.777 5.826 0.1 0.0 0.1
Br -8.983 3.512 3.174 0.0 0.1 -0.1
Br -11.176 1.241 3.466 0.0 -0.1 0.0
H -10.806 3.271 4.819 0.0 0.0 0.0
C 0.870 1.898 -4.287 0.0 0.0 0.0
Br 0.055 1.757 -6.020 -0.1 0.0 0.0
Br -0.389 2.263 -2.881 0.1 0.0 -0.6
Br 1.924 0.341 -3.874 0.0 -0.1 0.1
H 1.544 2.742 -4.317 0.0 0.0 0.0
C -0.672 4.929 0.810 0.0 0.0 -0.6
Br 0.235 6.196 -0.334 -0.1 -0.1 0.0
Br -0.723 3.111 0.091 -0.9 2.1 1.2
Br 0.105 4.891 2.562 0.0 0.0 0.1
H -1.688 5.281 0.905 0.0 -0.1 0.0
C 8.692 -1.732 -1.685 0.1 0.0 -0.1
Br 7.999 -0.005 -1.226 0.0 0.2 0.0
Br 8.402 -2.998 -0.270 -0.1 -0.1 0.1
Br 7.983 -2.361 -3.351 0.0 0.0 -0.1
H 9.761 -1.631 -1.806 0.0 0.0 0.0
C -4.526 5.494 5.732 -0.1 0.0 -0.1
Br -4.393 4.239 7.176 0.0 -0.1 0.1
Br -4.667 7.299 6.372 0.0 0.1 0.0
Br -3.074 5.297 4.493 0.1 0.0 -0.1
H -5.438 5.273 5.198 0.0 0.0 0.0
C -3.070 -1.757 -7.675 0.1 0.0 0.1
Br -3.083 0.047 -8.321 -0.1 0.2 -0.1
Br -1.468 -2.064 -6.657 0.1 -0.2 0.0
Br -4.664 -2.170 -6.690 0.0 0.0 0.0
H -3.044 -2.420 -8.526 0.0 0.0 0.0
C 11.240 -5.621 -0.181 -0.1 0.0 0.0
Br 12.120 -4.185 -1.100 0.1 0.1 -0.1
Br 11.368 -7.266 -1.159 0.0 -0.1 0.0
Br 11.886 -5.807 1.616 0.0 0.0 0.1
H 10.193 -5.361 -0.122 0.0 0.0 0.0
```
Forces are in eV/Å.

Calculated values
Highest occupied orbital energy, eV: -9.24
LUMO level, eV: -0.26
E, Eh: -78497.5468

---

# 6
Entry from the OMol25 dataset: a structure of composition C27H26ClCoN2O2 at a distorted geometry (ωB97M-V with the def2-TZVPD basis set).

```
59
Properties=species:S:1:pos:R:3:forces:R:3
Co 1.215 -0.419 1.484 1.1 0.3 0.0
C 0.574 -1.256 3.450 0.1 0.0 0.1
C 1.825 -0.633 3.619 0.3 -0.3 0.6
C 2.762 -1.309 2.798 -0.3 0.1 0.2
C 2.088 -2.342 2.111 -0.1 -0.6 0.3
C 0.729 -2.304 2.508 0.1 -0.3 0.1
H -0.320 -1.015 4.004 -0.1 0.1 -0.2
H 2.046 0.152 4.323 0.0 0.2 -0.2
H 3.822 -1.112 2.767 0.0 0.2 -0.2
H 2.542 -3.102 1.493 0.0 0.2 -0.2
H -0.022 -3.027 2.228 -0.1 0.2 -0.2
C -3.362 0.066 0.782 0.1 -0.1 0.1
C -2.228 -0.945 0.982 0.0 0.0 -0.1
C -1.915 -1.726 -0.274 0.0 0.1 0.1
C -2.910 -2.540 -0.807 0.0 -0.1 -0.1
C -2.712 -3.260 -1.970 0.0 0.0 0.0
C -1.468 -3.218 -2.580 -0.1 0.0 0.0
C -0.442 -2.431 -2.077 0.1 0.0 0.1
C 0.938 -2.614 -2.677 -0.1 -0.1 0.3
C 1.734 -3.614 -1.830 0.0 0.1 0.0
C -0.676 -1.636 -0.928 -0.3 -0.3 -0.3
N 0.346 -0.811 -0.427 0.1 0.4 -0.1
C 0.837 0.101 -1.212 -0.3 -0.3 -0.1
C 1.977 0.837 -0.857 0.4 0.3 0.0
C 2.707 1.807 -1.565 -0.2 -0.1 0.0
C 3.764 2.163 -0.739 0.1 0.0 0.0
C 3.621 1.405 0.439 0.2 0.1 0.1
N 2.564 0.604 0.366 -0.9 -0.3 -0.1
H -3.575 0.579 1.721 0.0 0.0 0.0
H -4.276 -0.427 0.444 0.0 0.0 0.0
H -3.077 0.815 0.044 -0.2 0.0 0.0
H -2.523 -1.654 1.763 0.1 0.0 0.0
H -1.346 -0.412 1.323 -0.1 0.0 0.1
H -3.864 -2.604 -0.295 0.0 0.0 0.0
H -3.509 -3.861 -2.391 0.0 0.0 0.0
H -1.284 -3.829 -3.458 0.0 0.0 0.0
H 1.499 -1.686 -2.722 0.0 0.1 -0.1
H 0.831 -2.987 -3.698 0.0 0.0 0.0
H 1.904 -3.191 -0.838 0.0 -0.1 0.0
H 2.701 -3.841 -2.282 0.0 0.0 0.0
H 1.175 -4.545 -1.718 0.0 0.0 0.0
H 0.355 0.329 -2.166 0.1 -0.1 -0.1
H 2.477 2.190 -2.549 0.0 0.0 0.0
H 4.542 2.879 -0.951 0.0 0.0 0.0
H 4.249 1.436 1.317 -0.1 0.0 0.0
Cl -3.111 5.700 -2.279 -0.1 0.0 -0.1
C -2.171 4.768 -1.141 0.1 -0.1 0.1
C -1.511 5.424 -0.115 0.0 0.0 0.0
C -0.772 4.680 0.792 0.0 0.0 0.0
C -0.678 3.299 0.673 0.0 0.0 0.1
C -1.339 2.669 -0.372 0.1 0.0 0.0
C -2.094 3.393 -1.284 0.0 0.0 0.0
C 0.155 2.506 1.684 0.3 0.1 0.1
O 0.835 3.143 2.488 -0.1 -0.1 -0.1
O 0.043 1.245 1.582 -0.4 0.0 -0.2
H -1.569 6.502 -0.039 0.0 0.0 0.0
H -0.245 5.160 1.607 0.0 0.0 0.0
H -1.249 1.595 -0.459 0.0 0.0 0.0
H -2.611 2.898 -2.095 0.0 0.0 0.0
```
Forces are in eV/Å.

Calculated values
Highest occupied orbital energy (alpha / beta), eV: -4.23 / -4.61
Net charge: -1
LUMO level (alpha / beta), eV: 2.78 / 2.78
2S+1: 2
E, Eh: -3147.5196